(P)
ORCA calculation (ωB97M-V/def2-TZVPD) on a 2-piece molecular cluster, CH3FO2S overall.

For the HOMO-LUMO gap, the calculation gives 9.50 eV. The value obtained for the highest occupied orbital energy is -9.2 eV. The value obtained for the LUMO energy is 0.34 eV. The SMILES is C=O.OSF.

Each line ends with the Löwdin charge.
Positions of all 8 atoms, in Å:
C: -1.62 1.21 1.44  -0.161
O: -0.80 2.02 1.69  -0.010
H: -1.24 0.21 1.18  0.062
H: -2.68 1.60 1.44  0.096
O: 1.20 -1.66 -2.18  -0.467
S: 1.06 -0.78 -0.85  0.851
F: 2.47 -0.04 -0.71  -0.450
H: 1.62 -2.56 -2.01  0.080



(Q)
ORCA calculation (ωB97M-V/def2-TZVPD) on CH3FO2S in the gas phase.

For the HOMO-LUMO gap, the calculation gives 9.04 eV. The value obtained for the highest occupied orbital energy is -9.6 eV. The value obtained for the LUMO energy is -0.60 eV.

Each line ends with the Löwdin charge.
Positions of all 8 atoms, in Å:
C: 0.56 0.41 -0.64  -0.288
O: 1.21 -0.76 -0.44  -0.089
O: -1.43 -0.87 0.34  -0.505
F: -1.48 0.84 2.34  -0.446
S: -0.48 -0.04 1.11  1.084
H: 1.16 1.34 -0.79  0.108
H: -0.07 0.51 -1.47  0.070
H: 0.54 -1.43 -0.46  0.067



(P) ends up most stable, edging out the next structure by 17.2 kcal/mol.



(P)
ORCA calculation (ωB97M-V/def2-TZVPD) on C8H11ClN2O2S in the gas phase.

For the HOMO-LUMO gap, the calculation gives 11.61 eV. The value obtained for the highest occupied orbital energy is -11.6 eV. The value obtained for the LUMO energy is 0.05 eV. The SMILES is N#CC[C@@H](C#N)CCCCS(=O)(=O)Cl.

Each line ends with the Löwdin charge.
Positions of all 25 atoms, in Å:
N: 3.04 -1.89 2.81  0.165
C: 2.33 -1.23 2.18  -0.207
C: 1.39 -0.56 1.30  -0.142
C: 2.05 -0.18 -0.03  -0.309
C: 2.06 -1.35 -0.89  -0.182
N: 1.76 -2.23 -1.58  0.189
C: 1.40 1.00 -0.75  -0.154
C: -0.07 0.80 -1.15  -0.182
C: -1.09 1.35 -0.13  -0.205
C: -1.95 0.33 0.60  -0.270
S: -3.02 -0.65 -0.43  0.330
O: -3.93 -1.29 0.46  -0.338
O: -3.60 0.15 -1.46  -0.312
Cl: -1.89 -2.12 -1.28  0.431
H: 1.05 0.33 1.82  0.126
H: 0.58 -1.24 1.13  0.115
H: 3.07 0.10 0.16  0.146
H: 1.98 1.15 -1.65  0.119
H: 1.51 1.90 -0.17  0.119
H: -0.21 1.36 -2.07  0.116
H: -0.22 -0.24 -1.39  0.036
H: -1.71 2.11 -0.57  0.112
H: -0.52 1.85 0.64  0.105
H: -2.63 0.87 1.24  0.111
H: -1.38 -0.31 1.25  0.082



(Q)
ORCA calculation (ωB97M-V/def2-TZVPD) on C8H11ClN2O2S in the gas phase.

For the HOMO-LUMO gap, the calculation gives 9.75 eV. The value obtained for the highest occupied orbital energy is -9.2 eV. The value obtained for the LUMO energy is 0.56 eV. The SMILES is C/C=C/[C@@H](Cl)[C@@H](C)n1[nH]c(=O)sc1=O.

Each line ends with the Löwdin charge.
Positions of all 25 atoms, in Å:
C: 4.07 0.82 -0.39  -0.081
C: 2.76 0.53 0.37  -0.148
C: 1.60 0.94 -0.07  -0.197
C: 0.29 0.64 0.64  -0.564
Cl: -0.51 2.25 0.99  0.633
C: -0.64 -0.15 -0.36  -0.355
C: -0.07 -1.58 -0.39  -0.002
N: -2.03 -0.15 -0.21  -0.083
N: -2.67 0.06 1.02  0.064
C: -3.92 -0.35 1.14  -0.854
O: -4.47 -0.56 2.17  0.051
S: -4.53 -0.54 -0.48  1.114
C: -2.88 -0.30 -1.23  -0.694
O: -2.64 -0.34 -2.41  0.038
H: 3.97 0.03 -1.17  0.088
H: 4.04 1.71 -1.04  0.080
H: 4.96 0.77 0.20  0.057
H: 2.84 -0.35 1.08  0.135
H: 1.62 1.64 -0.84  0.096
H: 0.41 0.10 1.56  0.101
H: -0.39 0.32 -1.25  0.122
H: -0.50 -2.12 0.47  0.108
H: -0.26 -2.06 -1.31  0.073
H: 0.98 -1.58 -0.32  0.056
H: -2.03 0.29 1.83  0.161



(P) ends up most stable, edging out the next structure by 4.4 kcal/mol.



(P)
ORCA calculation (ωB97M-V/def2-TZVPD) on a 2-piece molecular cluster, C2HClO2 overall.

For the HOMO-LUMO gap (spin up / spin down), the calculation gives 8.14 / 8.14 eV. The value obtained for the highest occupied orbital energy (spin up / spin down) is -8.7 / -8.7 eV. The value obtained for the LUMO energy (spin up / spin down) is -0.56 / -0.56 eV.

Each line ends with the Löwdin charge.
Positions of all 6 atoms, in Å:
C: 2.28 0.40 -0.16  -0.508
C: -2.88 -0.89 0.15  -0.432
O: -3.95 -0.50 0.27  0.220
O: -1.81 -1.21 -0.11  0.202
Cl: 2.02 -1.18 0.06  0.596
H: 3.29 0.76 -0.16  -0.078



(Q)
ORCA calculation (ωB97M-V/def2-TZVPD) on a 2-piece molecular cluster, C2HClO2 overall.

For the HOMO-LUMO gap (spin up / spin down), the calculation gives 5.79 / 9.10 eV. The value obtained for the highest occupied orbital energy (spin up / spin down) is -6.9 / -8.7 eV. The value obtained for the LUMO energy (spin up / spin down) is -1.12 / 0.39 eV.

Each line ends with the Löwdin charge.
Positions of all 6 atoms, in Å:
C: -0.20 0.69 0.13  0.036
C: -3.26 -0.87 -0.04  -0.672
O: -0.36 1.84 -0.06  0.102
O: -2.05 -0.75 0.04  -0.138
Cl: -4.36 0.40 0.00  0.632
H: 0.33 -0.12 0.33  0.040



(P) ends up most stable, edging out the next structure by 42.3 kcal/mol.



(P)
ORCA calculation (ωB97M-V/def2-TZVPD) on an isolated ion of composition C3H11N4 and charge +1.

For the HOMO-LUMO gap, the calculation gives 10.63 eV. The value obtained for the highest occupied orbital energy is -13.8 eV. As for the total charge: +1. The value obtained for the LUMO energy is -3.15 eV. The SMILES is C/C(N)=[NH+]/C(N)N.

Each line ends with the Löwdin charge.
Positions of all 18 atoms, in Å:
C: 2.42 0.14 0.49  0.049
C: 1.01 0.22 0.16  -0.373
N: 0.59 0.78 -0.95  0.202
N: 0.06 -0.26 0.89  0.165
C: -1.35 -0.42 0.41  -0.499
N: -1.38 -1.07 -0.84  0.058
N: -2.01 0.81 0.23  0.048
H: 2.91 -0.25 -0.38  0.105
H: 2.93 1.09 0.45  0.115
H: 2.69 -0.51 1.28  0.094
H: 1.22 0.99 -1.69  0.128
H: -0.48 0.79 -1.25  0.162
H: 0.22 -0.72 1.70  0.126
H: -1.89 -0.92 1.25  0.162
H: -2.37 -1.47 -0.97  0.163
H: -0.72 -1.79 -0.76  0.077
H: -1.48 1.58 0.69  0.119
H: -2.36 1.04 -0.69  0.099



(Q)
ORCA calculation (ωB97M-V/def2-TZVPD) on an isolated ion of composition C3H11N4 and charge +1.

For the HOMO-LUMO gap, the calculation gives 10.76 eV. The value obtained for the highest occupied orbital energy is -13.7 eV. As for the total charge: +1. The value obtained for the LUMO energy is -2.98 eV. The SMILES is CN/C=[NH+]\N(C)N.

Each line ends with the Löwdin charge.
Positions of all 18 atoms, in Å:
C: -2.27 0.26 2.05  -0.028
N: -1.23 0.09 1.06  0.027
C: -0.92 0.94 0.13  -0.083
N: 0.02 0.72 -0.75  0.045
N: 0.75 -0.48 -0.72  -0.247
C: 1.44 -0.69 -2.15  0.025
N: 1.64 -0.47 0.36  0.040
H: -3.06 -0.47 1.90  0.103
H: -2.69 1.26 1.98  0.099
H: -1.85 0.12 3.05  0.104
H: -0.71 -0.78 1.09  0.149
H: -1.46 1.88 0.07  0.168
H: 0.29 1.45 -1.41  0.167
H: 2.06 0.17 -2.39  0.077
H: 2.04 -1.60 -2.06  0.080
H: 0.64 -0.83 -2.86  0.079
H: 2.50 0.05 0.18  0.097
H: 1.87 -1.43 0.60  0.099



(P) ends up most stable, edging out the next structure by 30.2 kcal/mol.



(P)
ORCA calculation (ωB97M-V/def2-TZVPD) on a 2-piece molecular cluster, O2 overall.

For the HOMO-LUMO gap, the calculation gives 6.76 eV. The value obtained for the highest occupied orbital energy is -13.0 eV. The value obtained for the LUMO energy is -6.21 eV.

Each line ends with the Löwdin charge.
Positions of all 2 atoms, in Å:
O: 0.00 0.00 1.07  0.000
O: 0.00 0.00 -1.07  0.000



(Q)
ORCA calculation (ωB97M-V/def2-TZVPD) on a 2-piece molecular cluster, O2 overall.

For the HOMO-LUMO gap, the calculation gives 7.41 eV. The value obtained for the highest occupied orbital energy is -12.8 eV. The value obtained for the LUMO energy is -5.38 eV.

Each line ends with the Löwdin charge.
Positions of all 2 atoms, in Å:
O: 0.79 0.39 0.18  0.000
O: -0.79 -0.39 -0.18  0.000



(Q) ends up most stable, edging out the next structure by 65.8 kcal/mol.



(P)
ORCA calculation (ωB97M-V/def2-TZVPD) on C2H5N3S2 in the gas phase.

For the HOMO-LUMO gap, the calculation gives 7.57 eV. The value obtained for the highest occupied orbital energy is -8.4 eV. The value obtained for the LUMO energy is -0.86 eV. The SMILES is N/N=C(/N)C(=S)S.

Each line ends with the Löwdin charge.
Positions of all 12 atoms, in Å:
N: 1.66 -0.50 0.84  -0.067
N: 0.92 -0.71 -0.33  -0.012
C: -0.24 -0.19 -0.47  -0.576
N: -0.96 -0.45 -1.61  0.059
C: -0.95 0.72 0.43  -1.139
S: -2.57 0.68 0.71  0.657
S: -0.01 1.99 1.13  0.801
H: 1.18 -0.65 1.70  0.061
H: 2.34 -1.27 0.81  0.099
H: -1.97 -0.03 -1.75  0.115
H: -0.59 -1.01 -2.42  0.121
H: 1.20 1.42 0.95  -0.119



(Q)
ORCA calculation (ωB97M-V/def2-TZVPD) on C2H5N3S2 as an isolated structure.

For the HOMO-LUMO gap, the calculation gives 7.79 eV. The value obtained for the highest occupied orbital energy is -8.5 eV. The value obtained for the LUMO energy is -0.71 eV.

Each line ends with the Löwdin charge.
Positions of all 12 atoms, in Å:
C: 0.14 -1.14 0.46  -0.301
C: -1.58 1.73 0.60  -1.073
H: 3.02 -0.26 -0.69  0.111
H: 1.71 -0.88 -1.58  0.126
H: 0.02 -1.72 1.36  0.097
H: -1.54 -1.46 -0.31  0.076
H: -0.66 1.53 1.53  0.148
N: 1.90 -0.14 -0.74  -0.093
N: 1.45 -0.83 0.41  -0.105
N: -0.89 -0.70 -0.35  -0.388
S: -1.24 0.85 -0.84  0.805
S: -2.31 3.05 0.13  0.596



(P) ends up most stable, edging out the next structure by 59.6 kcal/mol.